# 1
{
  "formula": "C4H4OS",
  "method": "wB97M-V/def2-TZVPD",
  "homo_ev": -9.71,
  "spin_multiplicity": 1,
  "largest_force_ev_per_a": 4.22,
  "energy_ev": -17090.1646,
  "relative_energy_kcal_mol": 114.85,
  "elements": ["C", "C", "C", "C", "O", "S", "H", "H", "H", "H"],
  "xyz": [[-3.728, -0.748, 0.724], [-1.686, -1.008, 0.731], [-1.235, 0.070, 0.101], [0.044, 0.735, -0.335], [-2.081, 0.995, -0.495], [-3.690, 0.691, -0.190], [-1.199, -1.623, 1.486], [0.097, 0.623, -1.432], [0.133, 1.779, -0.088], [0.815, 0.148, 0.170]]
}

# 2
{
  "formula": "C7H10NO2",
  "method": "wB97M-V/def2-TZVPD",
  "homo_ev": -12.66,
  "spin_multiplicity": 1,
  "smiles": "CO[C@@H](C=[NH2+])c1ccco1",
  "largest_force_ev_per_a": 4.52,
  "charge": 1,
  "energy_ev": -12995.9099,
  "relative_energy_kcal_mol": 66.81,
  "elements": ["C", "O", "C", "C", "N", "C", "C", "C", "C", "O", "H", "H", "H", "H", "H", "H", "H", "H", "H", "H"],
  "xyz": [[-2.631, -1.140, 0.124], [-1.195, -1.263, -0.014], [-0.579, -0.248, -0.633], [-0.771, 1.039, 0.430], [-1.250, 2.244, 0.439], [0.842, -0.362, -0.541], [1.942, 0.054, -1.172], [3.051, -0.341, -0.460], [2.577, -0.827, 0.692], [1.269, -0.818, 0.649], [-2.674, -0.749, 1.113], [-2.991, -2.100, 0.244], [-3.025, -0.482, -0.527], [-0.976, -0.184, -1.641], [-0.358, 0.609, 1.406], [-0.935, 2.819, 1.262], [-1.660, 2.780, -0.262], [2.158, 0.543, -2.106], [4.125, -0.348, -0.556], [3.083, -1.227, 1.552]]
}

Q: Number 1 is which compound?
A: C4H4OS